A molecular structure, C54H49F3GeN5O4SSbTm in a non-equilibrium geometry. Source: OMol25; level of theory: ωB97M-V with the def2-TZVPD basis set.

The geometry in XYZ format:
```
119
Properties=species:S:1:pos:R:3
Tm 1.44015 0.64883 -1.10112
C 4.27931 -0.45374 1.92647
C 3.08770 -0.55984 1.07815
O 2.34049 0.47794 0.85130
C 2.73786 -1.90724 0.74921
C 1.55038 -2.33179 0.10899
C 1.40504 -3.78026 -0.18791
N 0.66269 -1.47916 -0.42063
N -0.65451 -1.84723 -0.28065
C -1.54770 -1.18098 -0.99861
O -1.26580 -0.72686 -2.23006
C -2.92540 -1.10720 -0.43625
C -3.30361 -1.96466 0.59196
C -4.45272 -1.71099 1.35281
C -5.22980 -0.58399 1.10836
C -4.83652 0.26527 0.08008
C -3.74307 -0.03600 -0.72099
H 4.41658 0.58370 2.24595
H 5.17371 -0.75126 1.39907
H 4.21686 -1.15153 2.80575
H 3.35559 -2.70729 1.07202
H 0.35167 -3.94309 -0.50304
H 1.67500 -4.30857 0.69423
H 2.11211 -4.07739 -1.00990
H -2.69115 -2.83551 0.74200
H -4.68972 -2.41767 2.16023
H -6.05441 -0.40093 1.79568
H -5.25858 1.25361 0.01657
H -3.55155 0.63096 -1.56881
C -0.17645 3.54225 -4.25362
C 0.23578 3.01210 -2.85990
O 0.70800 1.85645 -2.72525
C -0.10159 3.91790 -1.73357
C -0.56723 5.21876 -1.91765
C -1.07265 5.98691 -0.83339
C -1.03735 5.42949 0.45444
C -0.50179 4.16835 0.62997
C 0.13199 3.47756 -0.40161
O 0.92352 2.45404 -0.10485
H 0.07894 2.77529 -4.98401
H 0.28420 4.51567 -4.54928
H -1.29890 3.63188 -4.21529
H -0.66976 5.69628 -2.89553
H -1.35997 7.02845 -0.98257
H -1.41826 5.89853 1.35948
H -0.32891 3.77440 1.64553
Ge -2.26818 -0.99716 -3.88762
C -1.02748 -1.77244 -5.18830
C 0.31561 -1.90598 -4.98878
C 1.16343 -2.53239 -5.93117
C 0.63282 -3.02750 -7.07378
C -0.72978 -2.71354 -7.36979
C -1.51307 -2.06658 -6.47210
C -3.32347 -2.63852 -3.57974
C -2.76733 -3.89210 -3.48086
C -3.60238 -5.01946 -3.38775
C -4.96640 -4.94257 -3.48174
C -5.56895 -3.69003 -3.68217
C -4.73952 -2.53323 -3.67649
H -2.96215 0.33276 -4.09382
H 0.72356 -1.52410 -4.02942
H 2.21666 -2.53470 -5.65302
H 1.28774 -3.46408 -7.85133
H -1.15294 -3.07203 -8.29618
H -2.52242 -1.79273 -6.79351
H -1.71652 -4.04078 -3.28424
H -3.11652 -5.99771 -3.17192
H -5.61661 -5.87309 -3.36249
H -6.64772 -3.57519 -3.77178
H -5.21962 -1.52715 -3.77176
C 5.83137 -3.05612 -2.93259
C 4.36430 -2.58063 -2.60664
C 4.23953 -1.12277 -2.63423
N 3.29949 -0.41227 -2.02714
N 3.38476 0.91993 -2.20905
C 4.28856 1.27602 -3.11983
N 4.52260 2.51120 -3.66118
S 5.16268 -0.09611 -3.74052
H 5.87804 -4.19495 -2.86711
H 6.51036 -2.63539 -2.19990
H 6.07665 -2.71439 -3.97123
H 4.03812 -2.92762 -1.59131
H 3.67731 -3.02418 -3.37450
H 3.84729 3.19227 -3.40282
H 4.96787 2.50502 -4.56745
F 3.77322 5.77728 4.70886
C 2.90066 4.72335 4.67735
C 2.03702 4.46289 5.72538
C 1.25202 3.28091 5.62827
C 1.34563 2.44584 4.51781
C 2.21180 2.78578 3.44775
C 3.06121 3.89377 3.56358
Sb -0.07847 0.89529 4.08996
C 0.22896 -0.67697 5.55141
C 0.84051 -0.50812 6.77989
C 1.62072 -1.57841 7.33560
C 1.78439 -2.74818 6.49239
F 2.75915 -3.61365 6.89528
C 1.07730 -2.93928 5.21802
C 0.26523 -1.89617 4.85811
C -1.86066 1.85005 4.84494
C -2.19345 3.07927 4.31263
C -3.50697 3.60488 4.47821
C -4.43755 2.80955 5.17470
F -5.78326 3.14469 5.30554
C -4.01092 1.74530 5.93683
C -2.74163 1.19518 5.70883
H 1.91986 5.16142 6.56869
H 0.57161 2.99997 6.44530
H 2.14565 2.18815 2.53434
H 3.78995 4.12418 2.77489
H 0.75722 0.46124 7.30265
H 2.16033 -1.48251 8.28957
H 1.20404 -3.85010 4.63395
H -0.25131 -1.96039 3.88983
H -1.50134 3.64562 3.64004
H -3.67709 4.65219 4.14842
H -4.70328 1.23202 6.60420
H -2.35839 0.27376 6.14833
```

charge	+1
highest occupied orbital energy (spin up / spin down)	-9.2658 / -9.2682	eV
maximum force	0.070	Eh/bohr
spin multiplicity	3
<S²>	2.0021